Entry from OMol25: C27H34FN3O5P2W as an isolated structure in a non-equilibrium geometry (wB97M-V/def2-TZVPD).

Output
* energy relative to the best compared isomer or geometry (same formula, charge and spin): 313.0 kJ/mol
* charge: +4
* orbital gap (alpha / beta): 4.58 / 4.57 eV
* LUMO level (alpha / beta): -13.8 / -13.8 eV

```
73
Properties=species:S:1:pos:R:3:forces:R:3
W 2.9183 -0.6112 -0.1578 -1.847 -1.021 -0.201
C 5.7024 0.3497 -2.3344 -0.176 -0.012 -0.017
P 5.3646 -0.4477 -0.7485 0.789 0.600 -0.042
C 6.3299 -1.9839 -0.7424 -0.192 -0.128 -0.063
C 5.9535 0.6164 0.6064 -0.081 -0.093 -0.198
C 7.0887 1.3968 0.4247 -0.061 -0.034 0.061
C 7.5360 2.2146 1.4566 0.071 0.015 -0.058
C 6.8415 2.2775 2.6547 -0.020 0.002 0.041
C 5.7048 1.5022 2.8483 -0.072 -0.062 0.032
C 5.2653 0.6580 1.8344 -0.184 -0.170 -0.157
P 3.8502 -0.4434 2.1115 1.010 0.173 1.063
C 4.4084 -2.0295 2.7678 -0.185 -0.101 -0.165
C 2.7470 0.3186 3.3224 -0.259 -0.047 -0.247
H 6.7791 0.3755 -2.5074 0.015 0.014 0.047
H 5.2877 1.3554 -2.3782 0.027 0.009 0.049
H 5.2520 -0.2576 -3.1228 0.020 0.007 0.001
H 7.2848 -1.7937 -0.2510 -0.003 0.082 -0.008
H 6.5156 -2.2870 -1.7740 -0.037 -0.002 -0.006
H 5.8233 -2.8055 -0.2402 0.011 -0.009 0.060
H 7.6337 1.3746 -0.5106 0.010 0.027 0.008
H 8.4317 2.8049 1.3138 -0.021 0.031 0.021
H 7.1808 2.9302 3.4480 0.029 -0.012 -0.002
H 5.1796 1.5571 3.7934 0.024 0.020 0.011
H 4.7475 -1.8883 3.7956 0.024 0.081 -0.004
H 5.2282 -2.4321 2.1734 0.011 0.035 -0.016
H 3.5883 -2.7512 2.7594 0.012 0.003 0.044
H 3.1975 0.2289 4.3120 0.075 -0.018 -0.020
H 1.7909 -0.2070 3.3356 0.023 -0.023 0.038
H 2.5825 1.3661 3.0762 0.019 -0.001 -0.010
F -3.5863 -3.4150 -0.6363 -0.019 -0.022 0.032
C -3.2245 -2.1361 -0.6156 0.189 0.039 0.000
C -1.9086 -1.8495 -0.4532 -0.123 -0.162 0.066
C -1.4521 -0.5230 -0.5667 0.320 0.058 0.066
C -0.0814 -0.1883 -0.4782 -0.687 0.550 -0.211
O 0.8564 -1.0393 -0.0979 1.385 0.592 -0.415
C 0.2915 1.1273 -0.8260 0.162 -0.289 0.183
C -0.6557 2.0994 -1.0408 -0.016 0.061 -0.174
N -1.9556 1.8103 -1.0081 0.199 -0.108 0.035
C -2.9176 2.8887 -1.2322 -0.216 0.105 -0.132
C -3.7871 3.3366 -0.0932 0.002 -0.014 0.111
C -2.6949 4.2263 -0.6003 0.031 0.100 0.003
C -2.3966 0.4992 -0.8511 -0.025 -0.140 0.024
C -3.7510 0.1803 -0.9637 -0.103 0.042 -0.030
C -4.2207 -1.1313 -0.8466 0.037 0.126 -0.145
N -5.5422 -1.4510 -1.0016 -0.002 -0.025 0.177
C -6.4542 -0.6979 -1.8552 -0.055 -0.046 0.026
C -7.7454 -0.3345 -1.1303 0.249 0.217 -0.186
N -8.4015 -1.5869 -0.6372 -0.102 -0.013 0.046
C -7.4627 -2.3627 0.2369 0.306 -0.179 0.090
C -6.1656 -2.6797 -0.5024 -0.105 0.019 -0.038
C 1.7698 1.1767 -0.8230 -0.870 1.946 -0.304
O 2.3976 1.2925 0.3026 -0.201 0.447 -0.121
O 2.4283 0.6630 -1.7795 -0.072 -0.497 0.354
H -1.2096 -2.6628 -0.3102 -0.016 0.002 0.018
H -0.3913 3.1254 -1.2570 -0.066 0.016 0.033
H -3.3340 2.8578 -2.2317 0.032 -0.036 0.002
H -3.6344 2.8676 0.8706 0.059 -0.003 -0.017
H -4.8146 3.5975 -0.3047 0.016 -0.004 -0.076
H -1.8355 4.3824 0.0386 -0.023 -0.074 0.038
H -2.9622 5.0901 -1.1922 0.003 -0.021 -0.024
H -4.4494 0.9816 -1.1420 -0.016 -0.001 0.037
H -6.6939 -1.3161 -2.7296 0.019 0.025 -0.029
H -5.9944 0.2092 -2.2336 0.000 0.012 0.008
H -8.4238 0.1902 -1.8009 -0.081 -0.085 0.021
H -7.5486 0.2937 -0.2627 -0.059 -0.053 0.054
H -8.6997 -2.1630 -1.4308 -0.002 -0.003 -0.008
H -9.2541 -1.3613 -0.1175 -0.014 0.013 -0.005
H -7.9450 -3.2866 0.5515 -0.094 0.036 -0.051
H -7.2637 -1.7523 1.1168 -0.081 0.050 -0.016
H -6.3560 -3.3703 -1.3314 0.003 -0.004 0.007
H -5.5254 -3.1912 0.2057 -0.004 0.014 0.013
O 3.1855 -2.3090 -0.2008 1.549 -2.010 0.487
O 3.5962 -3.4764 -0.0052 -0.544 -0.048 -0.213
```
Positions in Å, forces in eV/Å.

Entry from OMol25: a 2-piece molecular cluster, ClF2NS overall in a non-equilibrium geometry (wB97M-V/def2-TZVPD).

Output
* energy relative to the best compared isomer or geometry (same formula, charge and spin): 215.1 kJ/mol
* charge: 0
* orbital gap (alpha / beta): 8.59 / 8.69 eV
* LUMO level (alpha / beta): -1.3 / -1.2 eV

```
5
Properties=species:S:1:pos:R:3:forces:R:3
N 0.2051 -0.1703 -2.6993 1.242 -0.053 -0.378
F 0.2575 0.7776 2.7059 0.775 -0.141 -2.254
F 0.0668 -0.9907 1.0777 0.332 0.498 -0.308
S 0.7247 0.4769 1.1035 -1.097 -0.359 2.523
Cl -1.2541 -0.0935 -2.1877 -1.252 0.056 0.416
```
Positions in Å, forces in eV/Å.

Entry from OMol25: C26H20MnN3O5 as an isolated structure in a non-equilibrium geometry (wB97M-V/def2-TZVPD).

Output
* charge: -1
* expectation value of S²: 8.763
* orbital gap (alpha / beta): 5.19 / 7.33 eV
* LUMO level (alpha / beta): 2.6 / 2.6 eV
* spin multiplicity: 6

```
55
Properties=species:S:1:pos:R:3:forces:R:3
Mn -0.3033 -0.4949 -0.1907 -0.394 -1.274 0.018
O -1.3033 3.3939 0.4575 -0.158 0.005 0.368
C -1.0694 2.1774 0.5365 0.494 0.028 -1.219
N -0.4249 1.4257 -0.3584 0.195 3.025 0.363
C 0.1914 2.1212 -1.4527 -0.310 -0.085 0.250
C 1.2479 1.2269 -2.0585 -0.287 -0.274 0.474
C 2.0761 1.6679 -3.0760 0.338 0.043 -0.349
C 3.0537 0.8262 -3.5834 -0.322 0.017 0.328
C 3.1805 -0.4341 -3.0143 0.306 0.049 -0.242
C 2.3253 -0.7991 -1.9969 -0.274 -0.144 0.192
N 1.3485 -0.0102 -1.5330 0.997 0.584 -1.105
C -1.5006 1.3573 1.7111 0.194 -0.646 0.401
C -2.4730 1.7933 2.5948 -0.125 0.318 -0.080
C -2.8574 0.9808 3.6432 0.259 -0.366 -0.056
C -2.2139 -0.2445 3.7936 -0.278 0.286 0.237
C -1.2376 -0.5966 2.8859 0.283 -0.213 -0.228
N -0.8870 0.1604 1.8467 -0.696 0.639 0.796
H 0.6366 3.0621 -1.1039 0.075 0.024 -0.165
H -0.5481 2.3957 -2.2196 0.089 0.042 -0.079
H 1.9582 2.6738 -3.4600 -0.057 -0.003 0.014
H 3.7037 1.1510 -4.3850 0.027 -0.008 -0.008
H 3.9453 -1.1223 -3.3496 -0.029 -0.021 0.029
H 2.4218 -1.7634 -1.5131 -0.080 -0.017 0.011
H -2.9196 2.7631 2.4206 0.025 -0.005 -0.026
H -3.6379 1.2793 4.3305 -0.014 0.044 -0.005
H -2.4717 -0.9131 4.6043 0.035 -0.025 -0.020
H -0.7057 -1.5378 2.9784 -0.037 -0.024 -0.054
C -5.1920 -0.5623 -0.4422 -0.061 -0.004 -0.009
C -4.4664 -1.4740 0.3111 -0.017 -0.090 0.104
C -3.0844 -1.5557 0.1659 -0.168 0.052 -0.173
C -2.3525 -0.7270 -0.7027 -0.634 -0.322 -0.191
C -3.1326 0.1552 -1.4680 -0.073 -0.100 0.104
C -4.5160 0.2427 -1.3494 -0.020 0.091 -0.093
H -6.2675 -0.4801 -0.3253 0.009 -0.004 -0.008
H -4.9786 -2.1150 1.0251 0.000 0.005 -0.033
H -2.5552 -2.2949 0.7665 0.029 0.031 0.031
H -2.6451 0.8196 -2.1793 0.013 0.068 0.050
H -5.0696 0.9591 -1.9508 0.002 -0.029 -0.006
O 2.0472 -2.4249 0.9990 0.023 -0.194 -0.147
C 1.0755 -2.9840 0.4792 -0.206 0.509 0.134
O 0.0303 -2.3933 0.0310 0.744 -1.821 0.449
C 1.0769 -4.4822 0.3232 0.132 -0.251 -0.060
C -0.0944 -5.1755 0.0524 -0.045 0.143 -0.003
C -0.0998 -6.5584 -0.1321 0.040 -0.274 -0.011
C 1.1112 -7.2016 -0.0514 0.193 0.152 0.009
O 1.3901 -8.5426 -0.2090 -0.190 0.061 0.041
C 2.8007 -8.6619 -0.1048 0.185 -0.275 -0.080
O 3.3432 -7.3979 0.2318 0.014 0.109 0.085
C 2.2827 -6.5129 0.2160 -0.156 -0.106 -0.066
C 2.3004 -5.1601 0.4212 0.023 0.009 0.042
H -1.0165 -4.6143 -0.0225 0.034 0.032 -0.036
H -1.0086 -7.1069 -0.3400 -0.014 0.031 0.001
H 3.2115 -8.9987 -1.0653 -0.050 0.095 0.001
H 3.0511 -9.3904 0.6728 -0.056 0.075 0.027
H 3.2027 -4.6096 0.6489 -0.011 0.008 -0.010
```
Positions in Å, forces in eV/Å.

Entry from OMol25: a 3-piece molecular cluster, C4H12ClO2 overall in a non-equilibrium geometry (wB97M-V/def2-TZVPD).

Output
* energy relative to the best compared isomer or geometry (same formula, charge and spin): 82.4 kJ/mol
* charge: -1
* orbital gap: 8.22 eV
* LUMO level: 3.7 eV

```
19
Properties=species:S:1:pos:R:3:forces:R:3
Cl -1.4821 -9.3044 -6.5457 -0.146 -0.085 -0.030
C -2.2636 -13.9941 -4.6893 0.328 -0.716 1.462
C -2.5186 -12.5358 -4.4945 -0.096 -0.701 -0.968
O -3.1989 -12.1629 -5.7073 0.545 0.415 1.363
H -1.5949 -14.2277 -5.5178 -0.528 0.106 -0.287
H -3.2407 -14.4770 -4.6800 0.176 -0.400 -0.659
H -1.7505 -14.3637 -3.8015 0.121 -0.256 0.281
H -1.5673 -12.0460 -4.2866 -0.071 0.596 -0.568
H -3.1213 -12.4065 -3.5955 -0.401 0.240 -0.022
H -2.7793 -11.3300 -5.9347 0.024 0.941 -0.728
C -1.3821 -3.9005 -7.6195 -0.772 0.643 0.364
C -1.6189 -5.3825 -7.7977 2.480 0.908 -1.623
O -1.1792 -6.0695 -6.6972 -1.065 -0.159 1.688
H -1.2808 -3.3939 -8.5793 -0.242 0.046 -0.068
H -0.5258 -3.5985 -7.0165 0.293 -0.643 -0.068
H -2.2343 -3.4991 -7.0710 -0.174 0.369 -0.114
H -0.8776 -5.7296 -8.5176 -0.326 0.251 -1.312
H -2.6081 -5.5685 -8.2159 -0.361 -0.251 0.494
H -1.4009 -6.9784 -6.9123 0.215 -1.306 0.793
```
Positions in Å, forces in eV/Å.

Entry from OMol25: an isolated ion of composition C3H8N3 and charge +1 in a non-equilibrium geometry (wB97M-V/def2-TZVPD).

Output
* energy relative to the best compared isomer or geometry (same formula, charge and spin): 548.1 kJ/mol
* charge: +1
* orbital gap: 8.27 eV
* LUMO level: -5.2 eV

```
14
Properties=species:S:1:pos:R:3:forces:R:3
C -0.0004 -1.5681 1.3608 0.390 -1.886 2.679
C 1.1711 0.3550 -0.1912 0.233 0.738 -0.888
C -0.8197 1.4167 -0.8228 -1.004 3.165 1.972
N -0.6390 -0.8835 -0.8021 -1.621 1.076 -3.544
N -0.5234 -1.6674 0.1860 1.241 -0.853 1.918
N -0.0167 0.3083 -0.6765 3.085 -1.590 1.970
H 0.5524 -0.7817 1.9202 -0.662 -0.257 -1.348
H -0.0950 -2.4976 1.9655 -0.163 0.882 -0.572
H 1.5830 1.3643 -0.0725 0.237 -0.694 0.119
H 1.6773 -0.6036 -0.0284 0.135 0.782 0.004
H -0.6787 2.2128 -1.4825 1.599 0.748 -1.596
H -0.9893 1.9377 0.1321 0.372 -0.429 0.068
H -1.7275 1.0755 -1.0624 -3.571 -1.412 -1.017
H -0.8967 -2.5698 -0.0786 -0.270 -0.270 0.233
```
Positions in Å, forces in eV/Å.

Entry from OMol25: C5H9NO as an isolated structure (wB97M-V/def2-TZVPD).

Output
* energy relative to the best compared isomer or geometry (same formula, charge and spin): 445.6 kJ/mol
* charge: 0
* orbital gap: 9.31 eV
* LUMO level: 0.8 eV

```
16
Properties=species:S:1:pos:R:3:forces:R:3
C 1.3173 -1.2177 0.0117 -0.008 -0.064 0.023
C 0.6981 0.1690 0.0452 -0.136 -0.169 -0.070
O 1.7307 1.1323 0.2075 0.033 0.085 0.193
C -0.2402 0.5858 -1.0943 0.098 -0.020 -0.120
N -1.4698 0.8691 -0.3019 -0.043 0.137 -0.050
C -1.5982 -0.2458 0.6575 -0.088 -0.070 0.057
C -0.3551 0.3736 1.1376 0.002 -0.191 -0.025
H 0.5736 -1.9943 -0.2001 0.111 0.121 0.006
H 1.7710 -1.4244 0.9876 -0.044 -0.003 -0.159
H 2.1062 -1.2656 -0.7451 -0.105 0.018 0.076
H 1.5426 1.5482 1.0619 0.073 -0.001 -0.112
H -0.4812 -0.1940 -1.8262 0.081 0.116 0.116
H 0.1062 1.4801 -1.6126 -0.023 -0.121 0.099
H -1.6027 -1.1870 0.0954 0.038 0.114 0.138
H -2.4856 -0.1488 1.2826 0.197 0.006 -0.028
H -1.5036 1.7921 0.1145 -0.186 0.042 -0.146
```
Positions in Å, forces in eV/Å.

Entry from OMol25: a 12-piece molecular cluster, BF4H22O11 overall in a non-equilibrium geometry (wB97M-V/def2-TZVPD).

Output
* energy relative to the best compared isomer or geometry (same formula, charge and spin): 89.5 kJ/mol
* charge: -1
* orbital gap: 9.76 eV
* LUMO level: 2.6 eV

```
38
Properties=species:S:1:pos:R:3:forces:R:3
B -0.7929 -0.4874 0.5938 0.678 -0.372 0.570
F -2.1359 -0.5474 0.7468 -1.504 -0.217 0.200
F -0.3279 0.7356 1.0188 0.417 1.357 0.760
F -0.1489 -1.4514 1.4038 -0.015 -0.768 0.363
F -0.4329 -0.6974 -0.7032 0.102 -0.034 -0.787
O -3.1119 -0.5054 -1.9992 -0.676 0.654 -0.472
H -3.1579 0.4716 -1.9742 0.011 -0.783 0.389
H -2.5379 -0.7634 -1.2752 0.086 0.212 0.197
O 0.2071 -2.4654 -2.4762 -1.518 -1.172 -1.443
H -0.5359 -2.6914 -3.0942 1.380 -0.059 0.276
H -0.3049 -1.8474 -1.9672 0.280 0.845 0.641
O -0.5899 -4.1604 0.5448 0.433 -0.598 0.332
H -0.5089 -3.3954 1.1218 -0.273 0.221 -0.199
H -1.3519 -4.0384 -0.0172 -0.168 0.339 -0.111
O 1.9491 -0.6394 2.8238 0.208 -0.976 0.039
H 1.1711 -0.8334 2.2758 -0.108 0.366 -0.091
H 2.2851 -1.5444 2.9458 0.125 0.638 0.241
O -0.8429 0.4466 -3.3872 2.148 0.476 -0.406
H -0.5459 0.9206 -2.5872 -0.100 -0.077 -0.408
H -1.7599 0.3526 -3.2922 -1.823 -0.449 0.223
O -2.7869 2.4206 0.3918 -1.019 2.315 -0.033
H -2.3709 1.6486 0.6698 1.003 -2.630 0.432
H -2.5259 3.0046 1.1158 -0.206 0.319 -0.325
O 2.3311 -2.0594 -0.2992 0.626 0.045 -1.142
H 1.4031 -2.1474 -0.0812 0.055 -0.411 0.718
H 2.9691 -2.1774 0.4048 -0.700 0.034 0.414
O 1.3571 3.2606 0.8428 -0.617 -0.321 -0.043
H 2.0901 3.8366 1.0078 0.624 0.474 0.138
H 1.5111 2.5136 1.4348 0.078 -0.073 -0.037
O 1.6281 1.9816 3.7718 -0.189 0.148 -0.185
H 1.7911 1.0526 3.5688 0.474 -0.476 0.067
H 0.7361 2.0666 3.4288 -0.324 0.350 0.094
O 2.1441 0.4906 -1.4982 3.008 -1.232 -0.429
H 1.9421 -0.4234 -1.2912 0.507 -0.472 -0.003
H 1.3411 0.8946 -1.3762 -3.015 1.895 0.245
O -0.2059 2.0976 -1.2532 -0.125 0.179 -0.435
H 0.3841 2.8476 -1.2072 0.264 0.355 -0.078
H -0.2629 1.8316 -0.3342 -0.128 -0.099 0.288
```
Positions in Å, forces in eV/Å.

Number 1: total energy -66338.1228 eV. Number 2: total energy -30277.3314 eV. Number 3: total energy -73317.4348 eV. Number 4: total energy -20961.6430 eV. Number 5: total energy -7699.5973 eV. Number 6: total energy -8864.5938 eV. Number 7: total energy -34435.8833 eV.